# 1
C5H13N3 | wB97M-V/def2-TZVPD

Structure (XYZ):
```
21
Properties=species:S:1:pos:R:3:forces:R:3:mulliken_charge:R:1
C -0.282 -0.619 0.033 0.216 -0.326 1.170 0.079
C 0.193 0.792 -0.415 -0.088 0.535 -0.323 1.020
C 0.643 0.762 -1.884 0.239 -0.135 -0.062 -1.510
C -0.834 1.911 -0.214 -0.101 -0.062 0.367 -1.780
C 0.827 -1.286 0.884 0.388 -1.200 -1.508 0.098
N -1.508 -0.634 0.862 -0.213 0.246 -0.297 -0.837
N 0.849 -1.021 2.224 -0.714 0.214 0.244 -0.454
N 1.695 -2.095 0.380 -0.438 0.569 -0.001 -0.862
H -0.468 -1.263 -0.835 0.481 0.157 -0.096 0.476
H 1.071 1.086 0.178 -0.204 -0.243 0.028 0.172
H -1.765 -1.609 1.026 0.088 0.256 -0.028 0.227
H -2.275 -0.243 0.315 0.138 0.006 0.267 0.236
H -0.059 -0.738 2.584 0.346 0.007 0.000 0.298
H 1.320 -1.738 2.762 0.065 0.225 -0.073 0.296
H 1.556 -2.190 -0.631 -0.002 0.080 0.396 0.258
H 0.613 1.758 -2.339 0.062 -0.109 0.159 0.386
H 1.673 0.396 -1.960 -0.155 -0.051 -0.095 0.328
H 0.010 0.108 -2.494 0.005 0.100 0.087 0.350
H -1.749 1.731 -0.786 0.004 0.053 0.010 0.384
H -0.420 2.874 -0.536 -0.018 -0.243 -0.049 0.458
H -1.092 2.019 0.845 -0.097 -0.079 -0.196 0.377
```
Positions in Å, forces in eV/Å.

Its highest occupied orbital energy is -9.11 eV. Its energy above the lowest of the compared OMol25 structures with the same formula, charge and spin is 0.076 eV. The orbital gap comes out at 9.975 eV. As for the multiplicity: 1. Its SMILES is [H]/N=C(/N)[C@@H](N)C(C)C. As for the charge: 0.

# 2
H2NO4PS | wB97M-V/def2-TZVPD

Structure (XYZ):
```
9
Properties=species:S:1:pos:R:3:forces:R:3:mulliken_charge:R:1
N -1.340 0.098 -1.039 -0.036 -1.125 -0.170 -0.312
O 0.443 1.884 0.271 -0.387 -0.320 -0.319 -0.705
O 0.748 0.448 2.386 -0.086 -0.182 -0.171 -0.705
O -1.585 1.266 1.704 -0.230 -0.339 -0.365 -0.661
O 2.142 -2.608 -2.235 0.201 -0.280 -0.259 -1.118
P -0.152 1.017 1.340 1.058 1.014 2.017 0.810
S -0.642 -0.902 -0.068 -0.482 1.022 -0.714 0.149
H 1.481 -2.252 -1.637 -0.159 0.109 0.138 0.149
H -1.095 1.050 -0.722 0.120 0.100 -0.157 0.394
```
Positions in Å, forces in eV/Å.

Its highest occupied orbital energy is 0.23 eV. Its energy above the lowest of the compared OMol25 structures with the same formula, charge and spin is 2.298 eV. The orbital gap comes out at 4.554 eV. As for the multiplicity: 1. As for the charge: -2.

# 3
C6H19NOSi2 | wB97M-V/def2-TZVPD

Structure (XYZ):
```
29
Properties=species:S:1:pos:R:3:forces:R:3:mulliken_charge:R:1
C 3.578 -1.546 -0.180 -0.375 1.533 -1.300 -0.725
C -1.890 1.601 -0.434 2.531 -0.270 0.347 -0.958
C -3.143 -1.258 -1.102 0.670 0.381 0.396 -0.979
C -1.996 -0.703 1.669 -1.652 1.454 0.246 -1.178
C 1.230 0.933 1.702 -1.836 0.204 -1.397 -1.018
C 1.724 1.518 -1.343 0.252 0.742 1.410 -0.961
N -0.222 -0.643 -0.792 1.359 2.822 1.775 -0.157
O 2.177 -1.308 -0.227 0.399 0.825 0.632 -0.407
Si -1.774 -0.294 -0.186 -1.540 0.893 0.713 0.203
Si 1.407 0.177 -0.050 -3.301 -2.152 -1.885 0.365
H 3.889 -1.910 -1.167 0.087 -0.042 0.281 0.254
H 3.856 -2.226 0.576 0.076 -0.977 0.917 0.280
H 4.094 -0.602 0.014 0.354 -0.061 -0.032 0.306
H -2.687 2.013 -0.959 -1.728 0.343 -1.164 0.512
H -2.016 2.010 0.580 0.584 0.288 -0.244 0.244
H -0.944 2.000 -1.013 -1.771 -0.743 1.543 0.100
H -4.190 -1.125 -0.702 1.138 0.429 -0.741 0.300
H -2.874 -0.770 -2.084 -1.204 -1.199 0.315 0.180
H -2.962 -2.357 -1.009 0.145 0.813 -0.647 0.299
H -2.506 -0.060 2.483 0.656 -0.922 -1.627 0.315
H -2.305 -1.716 1.754 -1.383 -0.975 -0.067 0.393
H -1.043 -0.912 1.983 2.856 0.231 1.154 0.361
H 1.069 2.016 1.639 0.110 -0.105 -0.301 0.313
H 0.340 0.566 2.239 0.363 -0.131 -0.373 0.249
H 2.040 0.799 2.337 1.744 -0.452 1.080 0.453
H 2.793 1.839 -1.250 -0.926 0.254 -0.289 0.344
H 1.501 1.185 -2.342 0.118 -0.377 -0.319 0.295
H 0.978 2.360 -1.129 1.416 -0.913 -0.097 0.313
H -0.124 -1.588 -1.008 0.859 -1.893 -0.324 0.301
```
Positions in Å, forces in eV/Å.

Its highest occupied orbital energy is -8.87 eV. Its energy above the lowest of the compared OMol25 structures with the same formula, charge and spin is 0.000 eV. The orbital gap comes out at 9.527 eV. As for the multiplicity: 1. Its SMILES is CO[Si](C)(C)N[Si](C)(C)C. As for the charge: 0.

# 4
C2H4Cl3 | wB97M-V/def2-TZVPD

Structure (XYZ):
```
9
Properties=species:S:1:pos:R:3:forces:R:3:mulliken_charge:R:1
Cl -3.366 0.629 1.634 0.010 -0.003 -0.003 0.000
Cl 1.469 -0.249 0.704 -0.143 0.631 0.232 -0.162
C 2.640 -2.653 0.502 0.321 0.111 0.344 -1.105
C 2.705 -1.238 -0.046 -0.526 -1.233 -0.604 0.193
Cl 4.366 -0.665 0.163 -0.040 0.563 0.018 -0.168
H 1.766 -3.210 0.145 0.152 0.271 0.227 0.318
H 3.549 -3.090 0.127 0.186 -0.751 -0.209 0.344
H 2.733 -2.667 1.602 -0.322 0.085 -0.481 0.311
H 2.467 -1.274 -1.122 0.362 0.326 0.476 0.267
```
Positions in Å, forces in eV/Å.

Its highest occupied orbital energy (alpha / beta) is -10.94 / -10.94 eV. Its energy above the lowest of the compared OMol25 structures with the same formula, charge and spin is 0.000 eV. The orbital gap (alpha / beta) comes out at 11.861 / 6.894 eV. As for the multiplicity: 2. As for the charge: 0.

# 5
C21H20BCl2F2N2O6PS | wB97M-V/def2-TZVPD

Structure (XYZ):
```
56
Properties=species:S:1:pos:R:3:forces:R:3:mulliken_charge:R:1
C 0.330 -3.621 2.133 -1.028 0.058 1.107 -1.261
C -0.860 -2.591 1.877 0.275 -0.799 -0.295 -0.478
C -0.889 -2.100 0.359 0.542 -0.667 0.535 0.320
F -1.699 -2.952 -0.443 0.480 0.970 0.892 -0.383
C -1.231 -0.587 0.188 -0.047 1.847 -0.266 0.036
C -0.067 0.321 0.200 -0.791 0.846 -0.267 0.143
C -0.183 1.780 0.009 -2.343 -2.319 0.248 0.639
C -1.543 2.308 -0.170 1.757 -0.730 0.591 0.802
P -1.678 4.197 -0.378 -1.733 1.029 0.434 0.300
O -1.198 4.891 1.092 0.356 -0.816 -1.790 -0.475
Cl -0.342 4.802 -1.932 0.144 -0.613 0.736 -0.276
C -2.733 1.436 -0.188 3.192 -0.091 0.118 -0.123
S -4.416 2.079 -0.463 -3.515 -2.666 0.207 1.130
O -5.033 1.279 -1.506 1.579 1.696 0.472 -0.560
O -5.118 1.935 0.804 1.575 1.490 -1.114 -0.559
F -4.474 3.606 -0.977 0.582 -1.699 0.839 -0.160
C -2.604 -0.031 0.017 1.021 0.778 -0.423 -0.257
C -3.884 -0.949 0.043 -0.039 0.186 0.526 -0.523
Cl -4.173 -1.748 -1.587 0.269 0.377 0.910 -0.156
C -3.916 -1.975 1.242 -1.262 0.312 0.223 -0.222
C -5.416 -2.065 1.800 0.375 -1.146 -0.134 -1.246
C 1.121 2.619 -0.004 1.074 -1.164 -0.514 -0.467
O 1.274 3.721 0.456 -0.525 -0.400 -0.156 -0.520
C 2.365 1.906 -0.645 -1.193 -0.796 0.404 0.827
B 3.440 2.728 -1.533 0.312 0.436 -0.824 0.465
N 4.739 3.220 -1.042 -0.846 -0.410 -0.037 -0.568
O 3.114 2.952 -2.893 -0.138 0.243 1.575 -0.626
C 2.471 0.563 -0.448 0.040 -0.222 0.089 -0.012
C 3.620 -0.292 -0.993 2.246 -1.781 -1.431 -0.022
C 3.707 -0.750 -2.403 1.029 0.147 2.629 -0.253
C 4.846 -1.591 -2.732 -1.205 0.373 -0.983 -0.269
N 5.854 -2.044 -1.954 -1.058 1.194 1.005 -0.569
C 5.823 -1.618 -0.662 -2.112 1.033 -0.308 -0.319
C 4.744 -0.776 -0.182 -0.535 0.257 0.003 -0.281
C 1.402 -0.193 0.420 -0.249 1.206 -0.952 -0.512
O 1.709 -1.051 1.205 -0.174 0.279 -0.369 -0.474
H 0.445 -4.353 1.295 0.078 0.841 0.544 0.301
H -0.010 -4.232 3.022 0.491 0.504 -0.870 0.409
H 1.275 -3.124 2.451 -0.661 -0.424 -0.709 0.262
H -0.800 -1.701 2.561 0.045 -0.882 -0.631 0.331
H -1.786 -3.174 2.134 0.758 0.902 -0.534 0.412
H 0.151 -2.323 -0.011 -1.100 0.689 0.158 0.595
H -1.048 5.839 0.895 -0.141 -0.526 0.277 0.327
H -4.816 -0.342 0.192 1.332 -0.344 -0.322 0.592
H -3.644 -3.017 0.957 0.225 1.140 0.009 0.259
H -3.251 -1.585 2.059 -0.602 -0.480 -0.838 0.212
H -6.170 -1.709 1.048 0.715 -0.071 0.815 0.348
H -5.537 -1.587 2.801 0.009 -0.055 -0.994 0.286
H -5.649 -3.159 1.950 0.152 1.119 -0.058 0.345
H 5.457 2.495 -1.005 -0.041 0.461 0.075 0.273
H 4.656 3.717 -0.153 0.232 -0.607 -0.053 0.285
H 2.446 3.664 -2.919 0.084 -0.549 -0.348 0.304
H 2.930 -0.452 -3.149 0.957 -0.429 0.673 0.371
H 4.881 -1.936 -3.799 0.080 0.312 1.128 0.335
H 6.608 -1.945 0.061 -0.664 0.260 -0.901 0.333
H 4.760 -0.484 0.899 -0.006 -0.302 -1.100 0.330
```
Positions in Å, forces in eV/Å.

Its highest occupied orbital energy is -9.34 eV. The orbital gap comes out at 7.500 eV. As for the multiplicity: 1. Its SMILES is CC[C@@H](F)c1c2c(c(P(O)Cl)c(S(=O)(=O)F)c1[C@@H](Cl)CC)C(=O)C(B(N)O)=C(c1ccncc1)C2=O. As for the charge: 0.

# 6
C4H12N2O | wB97M-V/def2-TZVPD

Structure (XYZ):
```
19
Properties=species:S:1:pos:R:3:forces:R:3:mulliken_charge:R:1
C 1.481 -0.217 -0.078 0.867 -3.629 0.132 0.343
C 0.299 1.566 -0.024 -2.444 1.696 0.129 -0.541
C -2.768 -1.091 0.102 0.273 0.218 0.128 -0.893
C 2.895 0.231 0.210 -0.442 0.999 0.164 -1.201
N -0.961 1.357 -0.388 1.726 0.952 0.882 -0.415
N -1.455 -0.818 -0.446 0.490 -1.261 0.491 -0.471
O 0.936 -1.066 0.679 0.843 1.925 -0.622 -0.682
H -0.631 -1.120 0.147 -1.208 -0.025 -1.091 0.404
H -1.545 1.078 0.402 0.342 0.180 -0.265 0.264
H -1.365 -1.075 -1.419 0.082 -0.045 0.145 0.179
H 1.296 -0.317 -1.168 -0.495 0.540 0.249 0.317
H 0.842 2.270 -0.659 0.277 -0.765 -0.348 0.384
H 0.575 1.624 1.030 -0.022 -0.255 0.012 0.313
H -2.794 -0.750 1.145 -0.031 -0.090 -0.107 0.320
H -3.522 -0.519 -0.441 -0.096 -0.076 -0.029 0.326
H -3.035 -2.150 0.095 -0.146 -0.056 0.004 0.319
H 3.583 -0.510 -0.191 -0.094 -0.205 -0.063 0.356
H 3.055 0.323 1.278 0.051 -0.031 0.165 0.342
H 3.116 1.185 -0.274 0.027 -0.070 0.025 0.336
```
Positions in Å, forces in eV/Å.

Its highest occupied orbital energy (alpha / beta) is -8.14 / -8.14 eV. Its energy above the lowest of the compared OMol25 structures with the same formula, charge and spin is 4.513 eV. The orbital gap (alpha / beta) comes out at 7.968 / 7.970 eV. As for the multiplicity: 1. Its SMILES is CC=O.C=N.CN. As for the charge: 0.

# 7
C28H43F15N6O11P | wB97M-V/def2-TZVPD

Structure (XYZ):
```
104
Properties=species:S:1:pos:R:3:forces:R:3:mulliken_charge:R:1
N 1.045 -1.791 6.377 0.211 -0.106 0.127 -0.805
P 1.349 -0.318 6.047 -0.803 -1.637 0.790 0.454
N 0.809 0.110 4.451 1.233 0.733 0.124 0.016
C 1.642 0.514 3.296 -0.172 -0.410 0.217 -0.880
C 3.051 0.918 3.618 -0.067 0.573 0.094 -1.226
C 3.169 2.121 4.576 -0.085 -0.237 -0.235 -0.706
N 1.962 2.951 4.608 0.260 -0.619 -0.109 -0.357
C -0.500 0.092 4.261 0.855 -0.407 1.904 0.439
N -1.406 -0.178 5.210 1.636 -0.033 0.981 -0.345
C -2.546 -0.038 4.628 -1.296 -1.515 1.817 0.376
C -3.768 -0.209 5.422 -0.398 1.382 -1.089 -0.811
C -4.035 1.169 5.977 -2.359 -2.027 0.642 0.254
C -5.108 1.205 7.048 3.453 1.617 0.081 -0.736
O -3.603 1.356 7.224 1.583 0.937 1.081 -0.419
N -2.433 0.279 3.371 -0.583 0.273 -1.177 -0.330
N -1.098 0.360 3.141 -0.303 0.643 -2.588 0.239
H 0.432 -1.863 7.174 -0.292 -0.386 0.003 0.255
H 2.722 -0.100 6.095 -0.083 0.736 -0.638 0.095
H 0.658 0.552 6.907 0.424 0.634 -0.283 0.067
H 1.669 -0.332 2.633 0.062 -0.501 -0.519 0.611
H 1.137 1.321 2.788 -0.058 0.480 0.019 0.559
H 3.486 1.223 2.679 0.117 -0.051 -0.507 0.471
H 3.631 0.066 3.945 0.198 -0.207 0.253 0.435
H 3.475 1.758 5.547 -0.045 0.056 0.498 0.265
H 3.992 2.726 4.239 0.395 0.267 -0.180 0.462
H 2.227 3.918 4.593 -0.172 0.383 0.148 0.258
H 1.460 2.765 5.461 -0.252 0.355 0.157 0.091
H -4.630 -0.474 4.831 -0.212 -0.504 -0.247 0.373
H -3.599 -0.836 6.274 0.126 -0.646 0.115 0.309
H -4.013 1.990 5.308 0.054 0.883 -0.759 0.461
H -5.323 2.238 7.221 -1.792 0.053 0.360 0.294
H -5.176 0.435 7.783 -1.667 -0.763 -0.251 0.395
H -3.173 0.456 2.718 0.195 0.150 -0.565 0.237
H -0.686 0.590 2.252 -0.158 0.114 -0.335 0.207
C -3.485 3.038 -2.960 0.065 0.335 0.190 -1.159
C -2.974 1.691 -2.513 -0.578 0.027 -0.656 -0.040
O -1.697 1.860 -1.849 0.229 -0.259 0.173 -0.320
C -1.791 2.304 -0.620 -0.179 -0.075 -0.356 0.302
O -2.800 2.561 -0.031 -0.015 -0.072 0.656 -0.540
C -0.403 2.447 0.024 0.505 0.584 0.074 0.963
F 0.473 3.033 -0.775 -0.025 -0.132 -0.184 -0.243
F 0.094 1.233 0.368 -0.130 -0.376 -0.008 -0.297
F -0.465 3.154 1.148 -0.256 -0.014 0.175 -0.235
H -2.750 3.540 -3.590 -0.023 -0.101 -0.108 0.301
H -4.415 2.942 -3.515 -0.005 -0.074 -0.014 0.342
H -3.662 3.672 -2.092 -0.120 0.020 -0.058 0.412
H -2.805 1.036 -3.361 0.353 -0.011 0.024 0.247
H -3.682 1.192 -1.853 0.145 0.067 0.206 0.278
C 2.380 -6.474 -1.318 -0.264 0.005 -0.137 -1.164
C 3.046 -5.402 -2.160 0.289 -0.150 0.777 -0.180
O 2.566 -5.427 -3.508 0.028 0.000 -0.369 -0.272
C 1.400 -4.854 -3.744 0.235 -0.048 0.392 0.333
O 0.692 -4.309 -2.949 -0.195 0.118 -0.125 -0.547
C 1.106 -4.971 -5.244 -0.180 -0.302 -0.755 0.949
F 1.349 -6.205 -5.687 0.111 -0.171 0.087 -0.265
F 1.891 -4.133 -5.935 0.124 0.214 0.078 -0.267
F -0.156 -4.689 -5.553 -0.144 0.245 0.334 -0.239
H 2.508 -7.452 -1.779 0.124 -0.038 0.005 0.319
H 2.809 -6.502 -0.317 0.048 0.047 -0.059 0.379
H 1.308 -6.296 -1.228 0.029 0.085 0.047 0.317
H 4.116 -5.589 -2.223 -0.013 -0.009 -0.236 0.301
H 2.914 -4.407 -1.738 -0.177 0.041 -0.064 0.323
C -2.041 5.290 9.144 0.176 0.285 -0.103 -1.283
C -2.464 4.693 7.819 -0.114 -0.318 0.563 0.108
O -2.401 5.667 6.757 -0.159 0.015 -0.130 -0.338
C -1.202 5.893 6.254 -0.207 -0.201 0.200 0.404
O -0.182 5.369 6.590 0.330 -0.049 -0.160 -0.536
C -1.303 6.917 5.110 -0.002 0.386 -0.236 0.868
F -2.057 7.960 5.455 -0.054 -0.027 0.070 -0.240
F -1.857 6.344 4.029 -0.013 -0.134 0.052 -0.258
F -0.103 7.367 4.768 0.128 -0.100 0.031 -0.236
H -2.637 6.174 9.369 -0.103 -0.064 0.037 0.326
H -2.168 4.563 9.945 -0.041 -0.035 -0.020 0.390
H -0.998 5.600 9.122 0.047 -0.095 -0.001 0.336
H -3.501 4.374 7.874 -0.077 0.144 -0.219 0.191
H -1.868 3.819 7.561 0.116 0.083 -0.112 0.259
C 4.639 -3.622 -8.451 -0.031 -0.213 0.255 -0.969
C 5.780 -2.674 -8.156 -0.270 0.022 -0.507 -0.249
O 6.174 -2.759 -6.771 -0.014 0.283 0.105 -0.322
C 6.946 -3.781 -6.445 -0.162 0.195 -0.244 0.321
O 7.346 -4.632 -7.176 0.212 -0.302 0.023 -0.501
C 7.299 -3.701 -4.949 0.004 -0.061 0.436 0.929
F 6.212 -3.445 -4.201 -0.012 -0.004 -0.101 -0.245
F 8.184 -2.723 -4.728 0.012 0.093 -0.098 -0.255
F 7.827 -4.839 -4.519 0.013 -0.098 -0.101 -0.244
H 3.810 -3.435 -7.768 -0.051 0.086 -0.069 0.171
H 4.290 -3.497 -9.475 0.021 0.058 -0.018 0.386
H 4.942 -4.659 -8.316 0.071 -0.003 -0.081 0.328
H 5.464 -1.646 -8.313 0.047 0.076 0.252 0.332
H 6.633 -2.855 -8.807 0.127 -0.144 0.163 0.334
C -2.261 -2.187 -8.768 -0.176 0.124 -0.135 -1.163
C -2.138 -1.935 -7.282 0.431 -0.479 -0.402 -0.078
O -2.686 -0.635 -6.960 0.021 0.174 0.319 -0.328
C -4.008 -0.621 -6.894 0.400 -0.190 0.123 0.386
O -4.717 -1.568 -7.030 -0.556 0.009 0.104 -0.494
C -4.549 0.801 -6.643 -0.438 0.909 -0.016 0.828
F -3.946 1.694 -7.429 0.287 -0.083 -0.108 -0.257
F -4.408 1.248 -5.372 0.377 -0.588 -0.059 -0.246
F -5.845 0.851 -6.904 -0.263 -0.284 -0.112 -0.240
H -1.788 -1.382 -9.331 0.127 -0.041 0.028 0.315
H -1.787 -3.130 -9.033 0.029 -0.014 0.020 0.368
H -3.305 -2.227 -9.076 -0.012 -0.111 0.043 0.332
H -1.089 -1.921 -6.997 -0.041 0.343 0.148 0.273
H -2.626 -2.716 -6.700 -0.174 0.180 0.036 0.291
```
Positions in Å, forces in eV/Å.

Its highest occupied orbital energy is -11.67 eV. Its energy above the lowest of the compared OMol25 structures with the same formula, charge and spin is 1.757 eV. The orbital gap comes out at 9.255 eV. As for the multiplicity: 1. As for the charge: +1.